Model i:
Here is C20H28N4O4 in the gas phase from the Open Molecules 2025 dataset. Energies are from ωB97M-V/def2-TZVPD.

Bonds (Å) are listed after each position.
Atoms and positions in Å:
1 C -1.067 -5.767 3.245  C2 1.512, H29 1.091, H30 1.089, H31 1.091
2 C -1.704 -5.440 1.913  C1 1.512, O3 1.462, C27 1.532, H32 1.091
3 O -0.673 -5.484 0.877  C2 1.462, N4 1.377
4 N -0.337 -4.193 0.533  O3 1.377, C5 1.270
5 C -1.159 -3.377 1.052  N4 1.270, C6 1.497, C27 1.500
6 C -1.021 -1.903 0.830  C5 1.497, O7 1.221, N8 1.345
7 O -1.816 -1.132 1.345  C6 1.221
8 N 0.012 -1.525 0.056  C6 1.345, C9 1.453, H33 1.007
9 C 0.251 -0.121 -0.235  N8 1.453, C10 1.526, H34 1.090, H35 1.091
10 C -0.678 0.416 -1.320  C9 1.526, C11 1.523, H36 1.095, H37 1.094
11 C -0.428 1.880 -1.660  C10 1.523, C12 1.530, C26 1.530, H38 1.098
12 C -1.227 2.302 -2.895  C11 1.530, C13 1.526, H39 1.093, H40 1.097
13 C -1.043 3.784 -3.208  C12 1.526, C14 1.527, H41 1.095, H42 1.092
14 C -1.354 4.645 -1.986  C13 1.527, N15 1.462, H43 1.086, H44 1.095
15 N -0.566 4.207 -0.835  C14 1.462, C16 1.373, C26 1.461
16 C 0.689 4.700 -0.575  N15 1.373, O17 1.220, C18 1.501
17 O 1.569 4.015 -0.080  C16 1.220
18 C 0.945 6.143 -0.898  C16 1.501, C19 1.390, C25 1.387
19 C 0.049 7.156 -0.576  C18 1.390, C20 1.385, H45 1.082
20 C 0.396 8.471 -0.839  C19 1.385, C21 1.390, H46 1.084
21 C 1.619 8.815 -1.401  C20 1.390, N22 1.427, C23 1.400
22 N 2.008 10.161 -1.669  C21 1.427, H47 1.013, H48 1.012
23 C 2.508 7.783 -1.727  C21 1.400, O24 1.362, C25 1.388
24 O 3.695 8.122 -2.303  C23 1.362, H49 0.964
25 C 2.171 6.463 -1.461  C18 1.387, C23 1.388, H50 1.085
26 C -0.793 2.804 -0.497  C11 1.530, N15 1.461, H51 1.096, H52 1.086
27 C -2.273 -4.020 1.824  C2 1.532, C5 1.500, C28 1.528, H53 1.091
28 C -3.601 -3.911 1.076  C27 1.528, H54 1.089, H55 1.092, H56 1.091
29 H -1.828 -5.786 4.027  C1 1.091
30 H -0.577 -6.740 3.208  C1 1.089
31 H -0.323 -5.011 3.503  C1 1.091
32 H -2.439 -6.192 1.625  C2 1.091
33 H 0.607 -2.245 -0.319  N8 1.007
34 H 0.117 0.435 0.692  C9 1.090
35 H 1.292 -0.015 -0.542  C9 1.091
36 H -0.550 -0.190 -2.222  C10 1.095
37 H -1.713 0.283 -0.991  C10 1.094
38 H 0.641 2.024 -1.866  C11 1.098
39 H -0.930 1.693 -3.754  C12 1.093
40 H -2.289 2.097 -2.713  C12 1.097
41 H -0.007 3.971 -3.509  C13 1.095
42 H -1.681 4.088 -4.041  C13 1.092
43 H -1.150 5.691 -2.191  C14 1.086
44 H -2.412 4.548 -1.720  C14 1.095
45 H -0.901 6.919 -0.118  C19 1.082
46 H -0.293 9.271 -0.591  C20 1.084
47 H 1.595 10.503 -2.528  N22 1.013
48 H 1.684 10.772 -0.930  N22 1.012
49 H 4.213 7.319 -2.424  O24 0.964
50 H 2.877 5.666 -1.670  C25 1.085
51 H -1.857 2.687 -0.264  C26 1.096
52 H -0.211 2.579 0.392  C26 1.086
53 H -2.364 -3.567 2.812  C27 1.091
54 H -3.888 -2.867 0.965  C28 1.089
55 H -3.519 -4.361 0.084  C28 1.092
56 H -4.386 -4.434 1.624  C28 1.091

Values from the calculation:
HOMO energy (Eh): -0.3158
Structure (SMILES): C[C@@H]1ON=C(C(=O)NCC[C@H]2CCCN(C(=O)c3ccc(N)c(O)c3)C2)[C@H]1C
Kohn-Sham gap (eV): 9.3

***

Model ii:
Here is C20H28N4O4 in the gas phase from the Open Molecules 2025 dataset. Energies are from ωB97M-V/def2-TZVPD.

Bonds (Å) are listed after each position.
Atoms and positions in Å:
1 C 3.614 -1.392 -5.655  C2 1.523, H29 1.090, H30 1.091, H31 1.089
2 C 3.459 -1.826 -4.204  C1 1.523, C3 1.532, C4 1.525, H32 1.091
3 C 4.824 -2.013 -3.532  C2 1.532, H33 1.092, H34 1.091, H35 1.091
4 C 2.698 -3.146 -4.137  C2 1.525, O5 1.217, N6 1.374
5 O 2.743 -3.942 -5.057  C4 1.217
6 N 2.039 -3.445 -2.968  C4 1.374, C7 1.453, C8 1.437
7 C 1.188 -4.622 -2.951  N6 1.453, H36 1.085, H37 1.091, H38 1.094
8 C 1.750 -2.454 -1.968  N6 1.437, C9 1.532, H39 1.092, H40 1.091
9 C 0.622 -1.507 -2.386  C8 1.532, O10 1.217, N11 1.355
10 O 0.177 -1.499 -3.519  C9 1.217
11 N 0.182 -0.667 -1.417  C9 1.355, C12 1.461, C28 1.440
12 C -0.972 0.203 -1.623  N11 1.461, C13 1.539, H41 1.096, H42 1.088
13 C -1.634 0.309 -0.237  C12 1.539, C14 1.525, C26 1.528, H43 1.094
14 C -2.138 1.723 0.029  C13 1.525, N15 1.451, H44 1.090, H45 1.092
15 N -2.851 1.846 1.286  C14 1.451, C16 1.361, H46 1.004
16 C -2.273 2.355 2.407  N15 1.361, O17 1.222, C18 1.475
17 O -1.108 2.725 2.430  C16 1.222
18 C -3.146 2.431 3.594  C16 1.475, C19 1.424, C22 1.367
19 C -4.443 1.891 3.826  C18 1.424, N20 1.296, H47 1.080
20 N -4.885 2.159 5.015  C19 1.296, O21 1.392
21 O -3.876 2.902 5.620  N20 1.392, C22 1.335
22 C -2.853 3.052 4.775  C18 1.367, O21 1.335, C23 1.460
23 C -1.693 3.808 5.240  C22 1.460, C24 1.513, C25 1.513, H48 1.078
24 C -1.907 4.979 6.174  C23 1.513, C25 1.491, H49 1.080, H50 1.081
25 C -1.300 3.723 6.698  C23 1.513, C24 1.491, H51 1.081, H52 1.080
26 C -0.547 -0.117 0.750  C13 1.528, C27 1.504, C28 1.495, H53 1.081
27 C -0.240 -1.584 0.869  C26 1.504, C28 1.505, H54 1.082, H55 1.084
28 C 0.582 -0.704 -0.034  N11 1.440, C26 1.495, C27 1.505, H56 1.082
29 H 2.641 -1.250 -6.123  C1 1.090
30 H 4.166 -0.451 -5.704  C1 1.091
31 H 4.153 -2.148 -6.223  C1 1.089
32 H 2.900 -1.052 -3.678  C2 1.091
33 H 4.733 -2.317 -2.487  C3 1.092
34 H 5.391 -2.785 -4.055  C3 1.091
35 H 5.396 -1.085 -3.570  C3 1.091
36 H 1.572 -5.343 -3.665  C7 1.085
37 H 1.194 -5.060 -1.952  C7 1.091
38 H 0.161 -4.367 -3.229  C7 1.094
39 H 1.467 -2.963 -1.044  C8 1.092
40 H 2.635 -1.862 -1.725  C8 1.091
41 H -0.646 1.189 -1.971  C12 1.096
42 H -1.617 -0.222 -2.389  C12 1.088
43 H -2.482 -0.381 -0.177  C13 1.094
44 H -1.296 2.415 0.064  C14 1.090
45 H -2.799 2.040 -0.780  C14 1.092
46 H -3.824 1.599 1.312  N15 1.004
47 H -5.072 1.303 3.175  C19 1.080
48 H -0.908 3.874 4.505  C23 1.078
49 H -1.272 5.839 6.022  C24 1.080
50 H -2.927 5.198 6.457  C24 1.081
51 H -1.911 3.099 7.335  C25 1.081
52 H -0.241 3.708 6.912  C25 1.080
53 H -0.342 0.529 1.592  C26 1.081
54 H 0.213 -1.930 1.789  C27 1.082
55 H -0.912 -2.285 0.389  C27 1.084
56 H 1.615 -0.481 0.197  C28 1.082

Values from the calculation:
HOMO energy (Eh): -0.3316
Structure (SMILES): CC(C)C(=O)N(C)CC(=O)N1C[C@H](CNC(=O)c2cnoc2C2CC2)[C@H]2C[C@H]21
Kohn-Sham gap (eV): 9.4

***

The structure with the greatest stability is model i.

***

Model i:
Here is 2 unconnected molecules or ions with the total composition CH3FIP from the Open Molecules 2025 dataset. Energies are from ωB97M-V/def2-TZVPD.

Bonds (Å) are listed after each position.
Atoms and positions in Å:
1 C -0.725 -0.185 0.493  P3 1.796, I4 2.072, H6 1.173
2 F 1.771 0.713 0.173  P3 1.654
3 P 0.249 1.042 -0.385  C1 1.796, F2 1.654, H7 1.407
4 I -2.681 -0.559 -0.081  C1 2.072
5 H 1.649 -1.645 -0.110  no bonds
6 H -0.687 -0.137 1.664  C1 1.173
7 H 0.424 0.770 -1.754  P3 1.407

Values from the calculation:
HOMO energy (alpha / beta) (Eh): -0.3491 / -0.3036
Kohn-Sham gap (alpha / beta) (eV): 8.4 / 7.9

***

Model ii:
Here is 2 unconnected molecules or ions with the total composition CH3FIP from the Open Molecules 2025 dataset. Energies are from ωB97M-V/def2-TZVPD.

Bonds (Å) are listed after each position.
Atoms and positions in Å:
1 C -0.196 0.967 -0.382  I4 2.034, H5 1.009, H6 1.089
2 F 0.433 -1.648 1.856  P3 1.624
3 P 0.789 -1.591 0.272  F2 1.624, H7 1.337
4 I 0.495 1.883 -2.061  C1 2.034
5 H -1.172 0.708 -0.391  C1 1.009
6 H 0.188 1.240 0.600  C1 1.089
7 H -0.537 -1.559 0.105  P3 1.337

Values from the calculation:
HOMO energy (alpha / beta) (Eh): -0.3066 / -0.3105
Kohn-Sham gap (alpha / beta) (eV): 7.7 / 7.7

***

The structure with the greatest stability is model ii.

***

Model i:
Here is 5 unconnected molecules or ions with the total composition C3H16N2O3 from the Open Molecules 2025 dataset. Energies are from ωB97M-V/def2-TZVPD.

Bonds (Å) are listed after each position.
Atoms and positions in Å:
1 N -2.609 1.865 1.395  H6 1.002, H22 0.950
2 C -0.302 0.022 1.819  C3 1.499, H7 1.045, H8 1.097, H9 1.099
3 C 0.288 0.023 0.441  C2 1.499, C4 1.531, H10 1.102, H11 1.095
4 C -0.577 0.346 -0.781  C3 1.531, N5 1.428, H12 1.106, H13 1.078
5 N -1.286 1.585 -0.753  C4 1.428, H14 1.170, H15 0.996
6 H -2.538 2.665 1.993  N1 1.002
7 H 0.086 0.344 2.733  C2 1.045
8 H -0.692 -0.973 2.071  C2 1.097
9 H -1.134 0.737 1.752  C2 1.099
10 H 0.843 -0.920 0.311  C3 1.102
11 H 1.014 0.838 0.348  C3 1.095
12 H 0.083 0.199 -1.656  C4 1.106
13 H -1.377 -0.376 -0.786  C4 1.078
14 H -1.961 1.587 0.203  N5 1.170
15 H -0.595 2.292 -0.869  N5 0.996
16 H 0.277 -2.976 -2.215  O18 0.965
17 H 0.784 -2.230 -0.975  O18 1.019
18 O -0.056 -2.384 -1.530  H16 0.965, H17 1.019
19 H 2.450 -0.639 -1.128  O21 1.022
20 H 3.226 0.637 -1.721  O21 0.962
21 O 2.379 0.354 -1.362  H19 1.022, H20 0.962
22 H -3.522 1.608 1.352  N1 0.950
23 H 3.024 -2.488 -0.147  O24 0.973
24 O 2.194 -2.117 -0.494  H23 0.973

Values from the calculation:
HOMO energy (Eh): -0.3204
Kohn-Sham gap (eV): 3.7

***

Model ii:
Here is 4 unconnected molecules or ions with the total composition C3H16N2O3 from the Open Molecules 2025 dataset. Energies are from ωB97M-V/def2-TZVPD.

Bonds (Å) are listed after each position.
Atoms and positions in Å:
1 C 1.626 0.432 -2.393  C2 1.559, H6 1.088, H7 1.087, H8 1.090
2 C 1.414 -0.260 -1.011  C1 1.559, N3 1.433, C4 1.560, H9 1.105
3 N 2.652 -0.817 -0.552  C2 1.433, H10 1.014, H11 1.009
4 C 0.468 -1.460 -1.321  C2 1.560, N5 1.445, H12 1.095, H13 1.093
5 N 0.129 -2.288 -0.187  C4 1.445, H14 1.010, H15 1.006
6 H 0.808 0.173 -3.061  C1 1.088
7 H 1.723 1.512 -2.320  C1 1.087
8 H 2.544 -0.030 -2.756  C1 1.090
9 H 0.763 0.375 -0.384  C2 1.105
10 H 2.537 -1.458 0.225  N3 1.014
11 H 3.427 -0.170 -0.529  N3 1.009
12 H 1.035 -2.022 -2.070  C4 1.095
13 H -0.419 -1.079 -1.835  C4 1.093
14 H -0.098 -3.243 -0.430  N5 1.010
15 H -0.600 -1.909 0.394  N5 1.006
16 O 3.148 -0.390 2.483  H17 0.960, H18 0.984
17 H 3.557 -0.629 3.318  O16 0.960
18 H 2.329 -0.932 2.415  O16 0.984
19 O -4.690 4.774 0.918  H20 0.983, H21 0.935
20 H -4.588 4.295 1.770  O19 0.983
21 H -4.502 4.252 0.165  O19 0.935
22 O -4.338 0.585 2.255  H23 0.958, H24 0.958
23 H -3.674 -0.059 2.502  O22 0.958
24 H -5.254 0.347 2.402  O22 0.958

Values from the calculation:
HOMO energy (Eh): -0.3155
Structure (SMILES): C[C@H](N)CN.O.O.O
Kohn-Sham gap (eV): 9.0

***

The structure with the greatest stability is model ii.